11
Properties=species:S:1:pos:R:3 method="wB97M-V/def2-TZVPD" energy_ev=-13166.0830 homo_lumo_gap_ev=10.729 smiles="N#C[C@H](O)/C(F)=C/F" charge=0 de_lowest_kj_mol=185.5
C 0.47 0.34 0.68
C 1.77 0.63 0.13
C -0.62 0.32 -0.48
C -0.98 -0.71 -1.15
H -0.49 -0.98 1.72
H 0.41 1.18 1.37
H -0.77 -1.64 -0.70
N 2.82 1.23 0.04
O 0.40 -1.02 1.28
F -1.06 1.55 -0.87
F -1.94 -0.89 -2.03